[1]
Formula: C3H6NOS
Source: the Open Molecules 2025 dataset
Level of theory: ωB97M-V/def2-TZVPD

Each line ends with the Löwdin charge.
CARTESIAN COORDINATES (ANGSTROEM)
H -2.792 0.618 0.671  0.012
H -0.814 -0.161 -0.460  -0.006
O -3.306 -0.944 1.663  -0.601
C 1.024 1.520 0.277  -0.598
H 0.213 1.701 0.943  0.041
C -0.014 -0.256 -1.049  0.091
S 2.430 2.478 0.472  0.556
H 1.855 0.653 -1.426  0.079
C 0.999 0.568 -0.748  -0.305
H -1.612 0.196 1.698  -0.030
H 0.097 -1.241 -1.503  0.084
N -2.629 0.285 1.664  -0.322

Cartesian forces (eV/Å) of the 6 atoms listed first:
0.44 0.23 1.05
-3.52 0.15 2.16
0.27 -0.77 0.36
2.81 2.82 0.61
-0.72 -0.19 0.41
2.90 -1.10 0.00

Summary:
- total charge = -1
- gap between HOMO and LUMO (spin up / spin down) (eV) = 2.6 / 2.6
- energy relative to the best compared isomer or geometry (same formula, charge and spin) (kcal/mol) = 144.7

=====

[2]
Formula: C24H48O48S12
Source: the Open Molecules 2025 dataset
Level of theory: ωB97M-V/def2-TZVPD

Each line ends with the Löwdin spin population.
CARTESIAN COORDINATES (ANGSTROEM)
H 3.231 1.825 -0.699  0.000
S -0.068 4.297 -1.464  0.000
O 3.169 -5.974 -5.057  0.000
H 3.063 3.242 1.107  0.000
O -0.435 -2.903 2.980  0.000
O 7.246 3.794 -0.141  0.000
S 4.869 -0.869 -3.567  0.000
C -4.783 -3.800 0.732  0.029
S 2.425 0.014 3.769  0.000
O -1.061 3.279 4.676  0.000
C -4.257 4.419 2.426  0.000
C -1.799 -1.010 5.464  0.000
H 0.593 0.755 0.554  0.000
O -5.551 1.187 1.411  0.000
O 3.517 -4.466 -0.329  0.000
O -0.429 4.918 2.763  0.000
O 2.283 1.143 4.983  0.000
H 3.071 2.968 5.371  0.000
H -0.026 6.685 3.674  0.000
O 0.533 -1.129 -3.295  0.000
O -3.460 -0.577 -3.261  0.000
H -3.058 3.104 -2.867  0.000
O -3.872 -1.905 -5.326  0.000
H -3.784 3.984 0.252  0.000
O 3.568 -0.259 -4.012  0.000
O -1.542 3.506 -1.432  0.000
S -1.680 -2.219 3.164  0.000
O 5.791 5.053 -1.666  0.000
O 5.904 -3.975 0.213  0.000
O -6.014 -4.366 0.861  0.047
H 3.755 -4.097 -3.489  0.000
C 1.653 5.277 3.965  0.000
O 1.054 -5.744 -3.618  0.000
C -2.984 -2.050 5.362  0.000
O -3.353 2.445 1.497  0.000
S 5.849 3.978 -0.689  0.000
H 4.160 -3.016 -5.710  0.000
C -3.429 3.830 1.271  0.000
H 0.849 6.522 2.291  0.000
H 2.522 5.327 3.309  0.000
H 1.800 -3.669 -0.205  0.000
C 0.639 -3.842 -4.954  0.000
H -4.787 5.370 2.367  0.000
H 3.846 -2.051 1.448  0.000
O -0.195 2.285 2.580  0.000
C 0.687 -4.370 -3.505  0.000
H 3.170 3.090 -1.838  0.000
O 1.300 -0.105 2.828  0.000
H -4.846 0.486 -4.280  0.000
S -4.580 1.830 2.270  0.000
O 5.841 -0.039 -2.766  0.000
O 3.936 -4.026 1.827  0.000
O -0.836 0.463 -1.884  0.000
H -5.087 -1.764 1.956  0.074
H -2.117 -0.036 5.836  0.000
H 4.943 2.431 3.547  0.000
O 0.950 3.501 -0.797  0.000
C -2.191 3.747 -2.713  0.000
S 4.725 -4.761 0.605  0.000
S -7.371 -3.392 0.635  -0.027
O 0.983 -4.896 -5.809  0.000
H 1.345 -3.888 -2.782  0.000
H -2.440 4.283 1.345  0.000
C 4.367 1.624 4.000  0.000
C 3.233 -2.952 1.426  0.000
O -2.391 -1.888 1.903  0.007
C 3.418 1.944 5.236  0.000
C 0.509 5.909 3.126  0.000
H -0.334 -0.668 1.081  0.000
H -4.298 -4.088 -0.200  0.017
O -8.316 -3.321 1.798  0.055
C -4.550 0.219 -3.265  0.000
C 4.675 -3.517 -3.565  0.000
S 1.710 -6.163 -5.066  0.000
C 5.015 -2.991 -5.035  0.000
C -0.035 -0.070 0.220  0.000
O -2.668 -2.937 4.260  0.000
O -2.625 -3.024 -3.417  0.000
O 1.390 1.091 -2.564  0.000
C 3.549 3.697 0.244  0.000
H -3.875 -1.452 5.169  0.000
S 0.597 -0.115 -2.257  0.000
O 1.295 3.884 3.957  0.000
H 1.400 -3.140 -5.294  0.000
O -1.527 -0.890 4.070  0.000
H -3.024 -2.500 6.354  0.000
H -4.503 1.022 -2.529  0.000
H -4.009 -4.069 1.450  0.014
C -5.589 -0.896 -2.751  0.000
H -0.312 -4.424 -3.070  0.000
C 2.806 -3.302 -0.001  0.000
H -3.636 4.464 3.321  0.000
H 2.962 -2.425 -0.630  0.000
O 5.513 -1.636 -4.949  0.000
H -1.579 1.412 -0.420  0.000
O -0.249 5.707 -1.051  0.000
S -3.623 -2.052 -3.911  0.000
H 2.884 4.532 0.020  0.000
H 5.529 -4.058 -3.156  0.000
O 3.069 -1.234 4.255  0.000
H -0.977 -1.465 6.017  0.000
O -5.058 -2.121 -3.034  0.001
O 3.594 0.971 2.959  0.000
H -6.472 -0.853 -3.388  0.000
S -0.205 3.447 3.500  0.000
H -0.892 2.638 -4.021  0.000
H -0.406 -3.701 -5.232  0.000
H -1.530 4.207 -4.656  0.000
H 5.071 0.878 4.368  0.000
O 4.810 4.162 0.556  0.000
H 3.836 1.655 6.200  0.000
O -0.033 4.271 -3.117  0.000
O 4.610 -2.306 -2.792  0.000
O 1.168 -7.463 -5.455  0.000
C -4.972 -2.291 1.008  0.146
H 2.408 -2.900 2.137  0.000
H -2.158 -0.330 -0.618  0.000
H 5.862 -3.563 -5.414  0.000
H -2.672 4.687 -2.447  0.000
H -4.311 -1.760 0.323  0.048
H 1.743 5.744 4.946  0.000
C -1.319 0.363 -0.560  0.000
O -7.930 -3.477 -0.705  0.063
O 4.784 -6.222 0.825  0.000
C -1.149 3.671 -3.787  0.000
O -6.298 -2.059 0.704  0.523
O 0.764 -0.777 -0.652  0.000
O -4.162 1.064 3.507  0.001
O 5.127 2.594 -1.181  0.000
O -5.173 3.334 2.744  0.000
C 3.737 2.751 -0.971  0.000
H -5.810 -0.682 -1.705  0.000

Cartesian forces (eV/Å) of the 6 atoms listed first:
0.78 -0.46 -0.23
-1.31 1.40 -0.37
-2.89 -0.10 -0.03
0.54 -0.50 0.14
-1.33 0.29 0.60
-4.95 -0.37 -1.31

Summary:
- total charge = +1
- gap between HOMO and LUMO (spin up / spin down) (eV) = 7.9 / 2.2
- ⟨S²⟩ = 0.755
- spin multiplicity = 2